No. 1
Molecular formula: C44H44HfO6P
Method: DFT, ωB97M-V with the def2-TZVPD basis set

- energy above the lowest of the compared OMol25 structures with the same formula, charge and spin (kJ/mol) = 0.0
- net charge = +1
- HOMO (eV) = -8.611

Each line ends with the Mulliken charge.
Geometry (Å):
1 Hf 1.331 0.060 -1.309  2.675
2 C 2.342 2.844 -2.096  -1.160
3 C 0.939 3.251 -2.398  -0.509
4 O 0.037 2.316 -1.730  0.327
5 C -1.286 2.807 -1.764  -0.058
6 C -1.993 2.468 -3.021  -0.991
7 O -1.468 1.267 -3.544  -0.324
8 C -2.181 0.164 -3.360  -0.214
9 C -1.317 -0.961 -2.805  -1.306
10 O -0.723 -0.796 -1.494  -0.822
11 C -1.579 -1.210 -0.463  -0.795
12 C -0.643 0.127 1.606  -1.551
13 O 0.370 0.834 0.770  0.386
14 C 1.441 1.600 1.351  -0.461
15 C 1.868 2.733 0.354  -0.329
16 O 2.446 2.084 -0.800  -0.423
17 H 2.938 3.718 -1.998  0.596
18 H 2.696 2.119 -2.799  0.442
19 H 0.849 3.198 -3.479  0.258
20 H 0.725 4.329 -2.073  0.420
21 H -1.290 3.877 -1.685  0.805
22 H -1.686 2.177 -0.961  -0.644
23 H -1.962 3.230 -3.730  0.540
24 H -3.067 2.342 -2.701  0.292
25 H -2.605 -0.223 -4.325  0.389
26 H -3.026 0.340 -2.692  0.155
27 H -0.403 -1.074 -3.465  0.547
28 H -1.836 -1.895 -2.819  0.762
29 H -1.111 -2.012 0.002  -0.339
30 H -2.558 -1.414 -0.906  0.917
31 H -0.137 -0.733 2.069  0.405
32 H -1.005 0.780 2.401  0.525
33 H 2.278 1.003 1.704  -0.265
34 H 1.128 2.168 2.281  0.501
35 H 2.650 3.395 0.846  0.544
36 H 1.059 3.404 0.092  0.270
37 O 1.577 0.072 -3.004  -1.143
38 C 2.794 -1.342 -0.815  -0.530
39 C 3.822 -1.980 -1.737  0.223
40 C 4.054 -1.857 -3.114  -0.482
41 C 5.177 -2.507 -3.601  -0.822
42 C 5.935 -3.304 -2.767  -0.426
43 C 5.805 -3.450 -1.384  -1.156
44 C 4.727 -2.714 -0.915  0.335
45 P 3.643 -2.067 0.409  1.651
46 C 2.759 -3.174 1.437  -0.020
47 C 1.397 -3.126 1.176  0.875
48 C 0.515 -4.133 1.549  -1.044
49 C 1.045 -5.207 2.194  -0.523
50 C 2.410 -5.306 2.563  -0.811
51 C 3.243 -4.259 2.180  -0.357
52 C 4.377 -0.711 1.382  0.085
53 C 4.754 0.406 0.719  -0.072
54 C 5.125 1.503 1.514  -0.542
55 C 5.100 1.445 2.891  -0.664
56 C 4.906 0.243 3.529  -0.657
57 C 4.573 -0.845 2.729  -0.220
58 H 3.427 -1.080 -3.645  0.285
59 H 5.511 -2.364 -4.598  0.462
60 H 6.808 -3.737 -3.227  0.355
61 H 6.442 -4.094 -0.768  0.459
62 H 1.033 -2.306 0.486  -0.306
63 H -0.507 -4.072 1.184  0.451
64 H 0.538 -6.162 2.373  0.331
65 H 2.881 -6.122 3.049  0.468
66 H 4.338 -4.281 2.434  0.346
67 H 4.679 0.531 -0.385  0.366
68 H 5.351 2.424 0.936  0.413
69 H 5.208 2.360 3.434  0.450
70 H 5.071 0.035 4.621  0.382
71 H 4.526 -1.786 3.233  0.308
72 C -1.737 -0.162 0.647  1.814
73 C -2.929 0.306 0.882  -1.229
74 C -4.148 0.696 1.029  0.764
75 C -5.168 -0.229 1.699  0.020
76 C -6.067 0.212 2.668  -0.445
77 C -6.732 -0.749 3.366  -0.632
78 C -6.753 -2.084 3.018  -0.347
79 C -5.857 -2.573 2.073  -0.888
80 C -5.069 -1.615 1.413  0.014
81 C -4.526 1.990 0.487  0.325
82 C -5.400 2.232 -0.563  -0.085
83 C -5.484 3.492 -1.059  -0.939
84 C -4.739 4.523 -0.509  -0.357
85 C -3.770 4.299 0.509  -0.794
86 C -3.759 3.031 0.998  -0.055
87 H -6.180 1.293 2.930  0.383
88 H -7.407 -0.457 4.184  0.334
89 H -7.451 -2.747 3.616  0.304
90 H -5.659 -3.614 1.935  0.419
91 H -4.326 -1.772 0.611  0.185
92 H -5.946 1.468 -1.075  0.580
93 H -6.215 3.792 -1.809  0.430
94 H -4.762 5.538 -0.929  0.374
95 H -3.092 5.052 0.937  0.442
96 H -3.091 2.733 1.820  0.352

---

No. 2
Molecular formula: C33H52Br36NO4
Method: DFT, ωB97M-V with the def2-TZVPD basis set

- HOMO (alpha / beta) (eV) = -8.442 / -9.598
- multiplicity = 2

Each line ends with the Löwdin spin population.
Geometry (Å):
1 C 2.766 0.526 2.717  0.000
2 O 4.115 0.793 2.414  0.000
3 C 4.314 1.411 1.152  0.000
4 C 4.916 0.443 0.130  0.000
5 C 4.420 0.684 -1.293  0.000
6 C 4.714 2.107 -1.814  0.000
7 C 3.585 2.677 -2.696  0.000
8 C 2.535 3.491 -1.917  0.000
9 C 1.318 2.630 -1.563  0.000
10 C 0.270 3.386 -0.760  0.000
11 C -0.978 2.578 -0.337  0.000
12 C -1.770 3.516 0.619  0.000
13 C -1.054 3.813 1.946  0.000
14 C -0.885 5.294 2.189  0.000
15 O -1.686 6.129 1.886  0.000
16 O 0.286 5.617 2.841  0.000
17 C -1.881 2.367 -1.589  -0.001
18 C -2.300 0.942 -2.029  0.027
19 C -1.626 0.549 -3.358  0.018
20 C -3.812 0.955 -2.333  0.005
21 N -2.092 -0.097 -0.988  0.375
22 O -2.478 -1.264 -1.339  0.498
23 C -0.837 -0.084 -0.204  0.027
24 C 0.366 -0.551 -1.030  0.019
25 C -0.997 -1.108 0.954  0.002
26 C -0.648 1.290 0.456  0.000
27 H 2.701 0.301 3.779  0.000
28 H 2.386 -0.327 2.140  0.000
29 H 2.129 1.399 2.522  0.000
30 H 4.981 2.259 1.326  0.000
31 H 3.365 1.814 0.773  0.000
32 H 6.009 0.482 0.150  0.000
33 H 4.644 -0.564 0.459  0.000
34 H 3.348 0.481 -1.345  0.000
35 H 4.902 -0.043 -1.953  0.000
36 H 5.620 2.068 -2.422  0.000
37 H 4.926 2.778 -0.979  0.000
38 H 3.091 1.822 -3.166  0.000
39 H 4.032 3.265 -3.496  0.000
40 H 2.991 3.927 -1.025  0.000
41 H 2.165 4.291 -2.565  0.000
42 H 1.671 1.795 -0.953  0.000
43 H 0.908 2.240 -2.497  0.000
44 H 0.773 3.829 0.105  0.000
45 H -0.092 4.210 -1.387  0.000
46 H -2.752 3.074 0.787  0.000
47 H -1.933 4.449 0.076  0.000
48 H -1.615 3.417 2.798  0.000
49 H -0.059 3.374 1.976  0.000
50 H 0.823 6.169 2.258  0.000
51 H -1.365 2.800 -2.448  0.000
52 H -2.780 2.968 -1.447  0.000
53 H -2.186 1.023 -4.165  0.001
54 H -0.603 0.917 -3.437  0.001
55 H -1.679 -0.530 -3.482  0.003
56 H -4.102 0.082 -2.914  0.000
57 H -4.066 1.882 -2.844  0.000
58 H -4.391 0.923 -1.411  -0.001
59 H 1.254 -0.424 -0.404  0.002
60 H 0.292 -1.613 -1.256  0.002
61 H 0.536 0.015 -1.941  0.000
62 H -2.043 -1.357 1.118  -0.001
63 H -0.618 -0.667 1.879  0.000
64 H -0.420 -2.012 0.771  0.000
65 H 0.366 1.323 0.857  0.000
66 H -1.311 1.284 1.326  0.000
67 C 8.135 -2.200 -0.118  0.000
68 Br 6.489 -2.954 -0.756  0.000
69 Br 8.751 -0.788 -1.272  0.000
70 Br 8.002 -1.610 1.705  0.000
71 H 8.877 -2.984 -0.146  0.000
72 C 4.243 -1.092 6.687  0.000
73 Br 5.528 -2.136 5.711  0.000
74 Br 4.681 0.781 6.651  0.000
75 Br 2.446 -1.399 6.086  0.000
76 H 4.289 -1.411 7.719  0.000
77 C -0.479 -3.484 -5.426  0.002
78 Br -1.127 -5.183 -6.039  0.001
79 Br -0.778 -2.098 -6.737  0.000
80 Br -1.227 -2.996 -3.727  0.003
81 H 0.590 -3.568 -5.298  0.000
82 C -3.015 -3.747 -9.635  0.000
83 Br -3.186 -2.954 -11.379  0.000
84 Br -4.727 -3.958 -8.788  0.000
85 Br -2.047 -5.406 -9.705  0.000
86 H -2.437 -3.066 -9.026  0.000
87 C -5.523 1.174 2.369  0.006
88 Br -6.101 -0.373 3.341  0.001
89 Br -4.256 0.712 0.989  0.008
90 Br -7.007 2.185 1.681  0.001
91 H -5.008 1.811 3.074  0.000
92 C -2.389 -0.299 5.964  0.000
93 Br -2.763 0.595 4.302  0.000
94 Br -3.998 -0.769 6.904  0.000
95 Br -1.251 -1.818 5.672  0.000
96 H -1.846 0.399 6.587  0.000
97 C 0.041 -2.258 9.934  0.000
98 Br 1.236 -3.385 8.936  0.000
99 Br 0.573 -0.413 9.815  0.000
100 Br -1.787 -2.493 9.398  0.000
101 H 0.117 -2.556 10.969  0.000
102 C -3.896 -8.613 -7.103  0.000
103 Br -2.032 -8.699 -7.569  0.000
104 Br -4.364 -9.957 -5.810  0.000
105 Br -4.382 -6.851 -6.520  0.000
106 H -4.460 -8.824 -8.002  0.000
107 C 2.774 7.417 -4.536  0.000
108 Br 2.457 8.366 -6.175  0.000
109 Br 1.131 6.865 -3.703  0.000
110 Br 3.963 5.928 -4.790  0.000
111 H 3.260 8.102 -3.858  0.000
112 C 3.219 1.839 12.558  0.000
113 Br 2.838 0.296 13.639  0.000
114 Br 4.165 1.364 10.952  0.000
115 Br 1.623 2.831 12.157  0.000
116 H 3.865 2.485 13.134  0.000
117 C -1.867 -11.915 -10.171  0.000
118 Br -1.480 -10.295 -11.133  0.000
119 Br -0.408 -12.430 -9.032  0.000
120 Br -3.511 -11.780 -9.184  0.000
121 H -1.997 -12.697 -10.905  0.000
122 C -9.248 1.045 5.481  0.000
123 Br -10.491 -0.420 5.423  0.000
124 Br -10.053 2.635 6.200  0.000
125 Br -7.643 0.572 6.424  0.000
126 H -8.961 1.262 4.460  0.000

---

No. 3
Molecular formula: C3H4N2O
Method: DFT, ωB97M-V with the def2-TZVPD basis set

- energy above the lowest of the compared OMol25 structures with the same formula, charge and spin (kJ/mol) = 381.3
- HOMO (eV) = -8.560
- structure (SMILES) = NC1=CN1C=O

Each line ends with the natural charge from an NBO analysis.
Geometry (Å):
1 N 1.783 -0.069 -0.079  -0.822
2 C 0.555 0.478 0.153  0.335
3 C -0.336 1.388 0.255  -0.104
4 N -0.781 0.002 0.656  -0.526
5 C -1.392 -0.816 -0.307  0.533
6 O -0.782 -1.368 -1.198  -0.577
7 H 1.710 -1.025 -0.402  0.409
8 H 2.451 0.042 0.673  0.396
9 H -0.748 2.376 0.364  0.237
10 H -2.460 -1.009 -0.114  0.119

---

No. 4
Molecular formula: FNO4P
Method: DFT, ωB97M-V with the def2-TZVPD basis set

- energy above the lowest of the compared OMol25 structures with the same formula, charge and spin (kJ/mol) = 240.8
- net charge = -1
- HOMO (eV) = -6.040

Each line ends with the natural charge from an NBO analysis.
Geometry (Å):
1 N -1.074 -0.680 -0.030  0.424
2 O 2.000 -0.755 0.030  -1.132
3 O 1.114 1.667 0.083  -1.092
4 O -0.278 -0.378 -1.085  -0.589
5 O -0.306 -0.474 1.041  -0.570
6 F -2.031 0.606 -0.001  -0.442
7 P 0.918 0.231 -0.025  2.401

---

No. 5
Molecular formula: C38H28N3PtSb
Method: DFT, ωB97M-V with the def2-TZVPD basis set

- net charge = +2
- HOMO (alpha / beta) (eV) = -13.696 / -14.049
- multiplicity = 5

Each line ends with the natural charge from an NBO analysis.
Geometry (Å):
1 Pt 0.013 -0.027 0.069  0.716
2 C 1.793 4.569 6.296  -0.157
3 C 0.475 4.383 5.908  -0.210
4 C 0.180 3.589 4.812  -0.175
5 C 1.218 3.006 4.103  -0.336
6 C 2.540 3.196 4.470  -0.246
7 C 2.820 3.990 5.570  -0.190
8 Sb 0.780 1.924 2.264  1.452
9 C 0.226 3.636 1.071  -0.371
10 C -1.111 3.994 1.048  -0.181
11 C -1.493 5.157 0.400  -0.214
12 C -0.543 5.923 -0.256  -0.192
13 C 0.792 5.557 -0.225  -0.190
14 C 1.187 4.417 0.457  -0.249
15 C 2.705 1.097 1.728  -0.395
16 C 3.230 1.239 0.453  -0.168
17 C 4.470 0.688 0.167  -0.214
18 C 5.151 -0.040 1.129  -0.172
19 C 4.603 -0.207 2.391  -0.183
20 C 3.373 0.353 2.691  -0.252
21 H 2.018 5.157 7.173  0.237
22 H -0.325 4.849 6.462  0.236
23 H -0.850 3.442 4.514  0.211
24 H 3.347 2.758 3.899  0.230
25 H 3.848 4.151 5.857  0.236
26 H -1.858 3.385 1.543  0.212
27 H -2.527 5.464 0.419  0.234
28 H -0.844 6.817 -0.780  0.234
29 H 1.534 6.167 -0.722  0.232
30 H 2.235 4.164 0.524  0.226
31 H 2.698 1.802 -0.303  0.210
32 H 4.905 0.823 -0.810  0.230
33 H 6.103 -0.488 0.892  0.237
34 H 5.132 -0.773 3.142  0.234
35 H 2.948 0.224 3.679  0.225
36 N 1.224 7.779 -5.895  -0.167
37 C 1.110 6.792 -5.326  0.197
38 C 0.960 5.593 -4.590  0.021
39 C -0.284 5.291 -4.020  -0.186
40 C -0.432 4.169 -3.242  -0.106
41 C 0.661 3.307 -3.030  -0.107
42 C 1.896 3.590 -3.646  -0.116
43 C 2.046 4.726 -4.408  -0.187
44 C 0.505 2.209 -2.173  -0.007
45 C 0.285 1.343 -1.329  -0.200
46 H -1.120 5.951 -4.188  0.253
47 H -1.378 3.949 -2.770  0.244
48 H 2.731 2.921 -3.506  0.242
49 H 2.996 4.956 -4.864  0.257
50 C 0.632 -1.660 0.991  -0.194
51 C 1.019 -2.644 1.622  -0.044
52 C 1.278 -3.760 2.425  -0.025
53 C 0.707 -3.826 3.713  -0.139
54 C 0.890 -4.942 4.495  -0.214
55 C 1.655 -6.008 4.027  -0.067
56 C 2.243 -5.943 2.766  -0.209
57 C 2.064 -4.836 1.966  -0.129
58 H 0.133 -2.986 4.077  0.224
59 H 0.443 -4.993 5.475  0.245
60 H 1.804 -6.878 4.648  0.244
61 H 2.842 -6.770 2.414  0.248
62 H 2.518 -4.782 0.990  0.242
63 N -2.735 -0.598 1.799  -0.322
64 C -4.072 -0.497 1.862  -0.003
65 C -4.482 0.181 0.735  -0.319
66 C -3.311 0.450 0.023  -0.008
67 N -2.261 -0.024 0.683  -0.326
68 H -2.126 -1.083 2.442  0.426
69 H -4.639 -0.900 2.676  0.246
70 H -5.483 0.439 0.461  0.259
71 H -3.204 0.953 -0.919  0.234

---

Calculated calculated total energy (a.u.), listed in the same order as above: -2543.4534; -94308.6174; -301.3420; -796.9816; -1987.8238
Calculated strongest force on any atom (eV/Å), listed in the same order as above: 3.621; 1.158; 0.495; 2.188; 2.069